# 1
This record from the Open Molecules 2025 dataset describes a cluster of 9 separate species, C24H34Cl24N2O5 in total in a non-equilibrium geometry. The level of theory is wB97M-V/def2-TZVPD.

Computed properties:
**E_HOMO**: -9.29 eV
**Gap between HOMO and LUMO**: 9.513 eV
**SMILES string**: C#CC[C@@]1(CNC)C(=O)N[C@@](CCCCOC=O)(OCC)[C@H]1O.ClC(Cl)Cl.ClC(Cl)Cl.ClC(Cl)Cl.ClC(Cl)Cl.ClC(Cl)Cl.ClC(Cl)Cl.ClC(Cl)Cl.ClC(Cl)Cl
**Net charge**: 0
**Spin multiplicity**: 1

Each line ends with the Löwdin charge.
Element x y z (Å)
C -3.874 0.853 -6.296  0.126
C -3.423 0.584 -5.213  -0.128
C -2.922 0.192 -3.910  -0.128
C -1.394 0.335 -3.817  -0.250
C -0.631 -0.319 -4.969  -0.160
N 0.582 0.376 -5.409  -0.100
C 1.002 -0.099 -6.749  -0.102
C -1.039 1.790 -3.409  -0.375
O -1.521 2.815 -3.745  0.147
N 0.060 1.748 -2.489  0.130
C -0.091 0.626 -1.601  -0.418
C 1.271 0.110 -1.158  -0.090
C 1.303 -1.289 -0.552  -0.156
C 0.867 -1.407 0.939  -0.127
C -0.557 -1.912 1.052  -0.178
O -0.726 -2.921 2.105  -0.103
C -1.986 -3.397 1.915  -0.372
O -2.210 -4.297 1.167  0.098
O -0.830 0.881 -0.420  -0.085
C -1.191 2.240 -0.220  -0.239
C -1.759 2.392 1.183  -0.052
C -0.982 -0.393 -2.490  -0.181
O -2.070 -0.822 -1.680  -0.013
H -4.362 0.804 -7.222  0.018
H -3.232 -0.833 -3.763  0.130
H -3.371 0.806 -3.142  0.134
H -1.269 -0.479 -5.843  0.112
H -0.321 -1.310 -4.653  0.119
H 0.412 1.362 -5.541  0.056
H 0.709 -1.126 -6.918  0.078
H 2.072 0.032 -6.823  0.072
H 0.543 0.552 -7.492  0.068
H 0.923 1.621 -3.007  0.134
H 1.673 0.838 -0.464  0.128
H 1.946 0.121 -2.017  0.124
H 2.343 -1.597 -0.571  0.077
H 0.766 -2.023 -1.147  0.104
H 1.567 -2.025 1.482  0.113
H 0.866 -0.402 1.332  0.098
H -0.856 -2.379 0.121  0.101
H -1.248 -1.104 1.264  0.108
H -2.812 -2.911 2.451  0.134
H -0.364 2.932 -0.341  0.121
H -1.982 2.490 -0.928  0.114
H -0.950 2.645 1.854  0.067
H -2.295 1.511 1.514  0.073
H -2.449 3.228 1.155  0.073
H -0.361 -1.271 -2.649  0.132
H -2.183 -1.764 -1.824  0.105
Cl -1.423 6.417 -7.336  0.522
C -0.568 5.242 -6.339  -1.586
Cl -0.585 3.649 -7.094  0.543
Cl 1.089 5.771 -6.032  0.516
H -1.082 5.164 -5.390  -0.066
Cl 6.213 -1.743 -0.926  0.511
C 5.939 -3.487 -0.866  -1.552
Cl 4.391 -3.856 -0.104  0.530
Cl 6.023 -4.187 -2.483  0.525
H 6.723 -3.929 -0.265  0.011
Cl -1.653 -0.588 7.252  0.523
C -1.747 0.065 5.616  -1.523
Cl -0.663 1.451 5.457  0.518
Cl -1.393 -1.182 4.411  0.592
H -2.762 0.400 5.453  0.011
Cl -0.839 -8.119 0.720  0.520
C -2.010 -7.715 1.976  -1.559
Cl -3.656 -8.008 1.410  0.521
Cl -1.685 -8.636 3.448  0.517
H -1.912 -6.662 2.204  -0.016
Cl 2.684 0.509 4.263  0.492
C 4.386 0.423 3.801  -1.538
Cl 5.152 -0.998 4.513  0.522
Cl 4.557 0.401 2.046  0.518
H 4.887 1.304 4.182  0.013
Cl 1.337 -1.546 9.116  0.487
C 1.805 -2.712 7.877  -1.534
Cl 0.630 -4.026 7.776  0.528
Cl 1.986 -1.911 6.317  0.492
H 2.762 -3.133 8.154  0.012
Cl -1.076 7.385 -3.649  0.545
C -2.648 6.808 -3.089  -1.529
Cl -3.570 8.122 -2.357  0.531
Cl -3.550 6.074 -4.415  0.548
H -2.481 6.050 -2.335  0.012
Cl 2.033 3.500 10.541  0.525
C 2.290 1.831 11.052  -1.552
Cl 3.025 1.774 12.655  0.526
Cl 0.774 0.929 11.025  0.497
H 2.970 1.364 10.351  0.008

Cartesian forces (eV/Å) of the 3 atoms listed first:
C 0.34 -0.67 1.06
C -0.53 0.46 -0.83
C 0.31 0.49 -0.95

---

# 2
This record from the Open Molecules 2025 dataset describes a structure of composition C4H16BaO4 in a non-equilibrium geometry. The level of theory is wB97M-V/def2-TZVPD.

Computed properties:
**E_HOMO (spin up / spin down)**: -21.01 / -20.89 eV
**Gap between HOMO and LUMO (spin up / spin down)**: 10.221 / 2.816 eV
**Net charge**: +3
**Spin multiplicity**: 2

Each line ends with the Löwdin charge.
Element x y z (Å)
Ba 1.106 0.767 0.349  2.116
C -2.502 0.185 -0.341  -0.015
O -1.251 0.073 -1.067  -0.162
H -2.440 -0.228 0.666  0.093
H -2.915 1.175 -0.150  0.139
H -3.181 -0.453 -0.907  0.130
H -1.494 -0.070 -1.985  0.127
C 0.102 3.602 -1.747  -0.115
O 0.561 3.382 -0.434  -0.290
H -0.692 2.925 -2.062  0.085
H -0.191 4.642 -1.894  0.120
H 0.955 3.455 -2.409  0.098
H 1.115 4.101 -0.121  0.110
C 2.038 -2.704 -1.291  0.036
O 1.333 -2.035 -0.226  -0.041
H 3.120 -2.575 -1.318  0.164
H 1.784 -3.755 -1.433  0.141
H 1.615 -2.316 -2.217  0.136
H 1.198 -2.711 0.443  0.137
C -0.293 -1.453 2.986  -0.104
O 0.838 -0.704 2.591  -0.312
H -0.131 -2.521 2.840  0.104
H -0.669 -1.267 3.992  0.126
H -1.141 -1.238 2.336  0.067
H 1.132 -0.277 3.399  0.108

Cartesian forces (eV/Å) of the 3 atoms listed first:
Ba -0.11 0.84 0.08
C -0.45 -1.68 -0.30
O -0.01 0.80 1.43

---

# 3
This record from the Open Molecules 2025 dataset describes the molecule C3H6N2O in a non-equilibrium geometry. The level of theory is wB97M-V/def2-TZVPD.

Computed properties:
**E_HOMO**: -9.20 eV
**Gap between HOMO and LUMO**: 10.056 eV
**SMILES string**: O/N=C\N1CC1
**Net charge**: 0
**Spin multiplicity**: 1

Each line ends with the Löwdin charge.
Element x y z (Å)
O -2.635 -0.724 -0.125  -0.098
N -2.081 0.459 -0.055  -0.090
C -0.814 0.460 -0.099  -0.258
N 0.132 -0.587 -0.231  -0.071
C 1.563 -0.210 -0.670  -0.150
C 1.253 -0.193 0.746  -0.182
H -3.666 -0.433 0.273  0.222
H -0.101 1.359 -0.333  0.128
H 1.586 0.874 -1.019  0.106
H 2.267 -0.845 -1.210  0.106
H 0.911 0.900 1.250  0.155
H 1.587 -1.059 1.472  0.131

Cartesian forces (eV/Å) of the 3 atoms listed first:
O -6.35 -1.19 2.19
N 2.72 3.01 -0.01
C 2.77 1.89 -2.56

---

# 4
This record from the Open Molecules 2025 dataset describes a structure of composition C14H26F6Li2NO5 in a non-equilibrium geometry. The level of theory is wB97M-V/def2-TZVPD.

Computed properties:
**E_HOMO**: -12.68 eV
**Gap between HOMO and LUMO**: 8.345 eV
**Net charge**: +1
**Spin multiplicity**: 1

Each line ends with the Löwdin charge.
Element x y z (Å)
Li 2.942 0.226 0.467  0.674
Li 1.486 -0.019 1.713  0.481
O 1.578 0.022 0.241  -0.444
H 0.699 0.234 -0.128  -0.061
C 1.009 -2.761 1.254  -0.080
C -0.121 -1.816 1.777  -0.223
N 0.351 -0.633 2.536  -0.278
C 0.706 -1.039 3.909  -0.246
C 1.682 -0.129 4.642  -0.053
C -0.703 0.404 2.616  -0.169
C -0.762 1.280 1.315  -0.059
H 1.531 -2.378 0.377  0.070
H 0.542 -3.728 1.067  0.109
H 1.695 -3.035 2.056  0.088
H -0.751 -1.489 0.950  0.072
H -0.810 -2.384 2.402  0.151
H -0.164 -1.119 4.560  0.131
H 1.113 -2.049 3.872  0.113
H 1.143 0.700 5.101  0.082
H 2.155 -0.695 5.445  0.091
H 2.442 0.240 3.953  0.067
H -0.558 1.053 3.480  0.118
H -1.652 -0.010 2.957  0.131
H -1.097 0.716 0.445  0.051
H 0.175 1.809 1.138  0.050
H -1.422 2.132 1.480  0.110
C -0.112 0.411 -3.133  -0.051
C 0.835 0.554 -1.958  -0.164
O 1.350 1.883 -2.065  0.060
C 0.999 2.864 -1.182  -0.278
O 0.219 2.712 -0.251  0.083
C 1.598 4.206 -1.480  -0.514
F 2.098 4.252 -2.719  0.186
F 0.643 5.149 -1.268  0.175
F 2.636 4.385 -0.639  0.165
H -0.210 -0.652 -3.352  0.107
H 0.157 0.967 -4.031  0.118
H -1.109 0.731 -2.828  0.081
H 1.691 -0.112 -2.066  0.148
H 0.259 0.400 -1.046  0.040
C -0.536 -2.335 -0.805  -0.058
C -1.405 -1.100 -1.032  -0.215
O -1.489 -0.850 -2.403  -0.157
C -2.637 -0.214 -2.909  -0.305
O -3.580 0.101 -2.240  0.218
C -2.588 0.084 -4.423  -0.527
F -2.354 1.379 -4.634  0.183
F -1.584 -0.541 -5.066  0.156
F -3.733 -0.333 -4.986  0.187
H 0.346 -2.407 -1.442  0.113
H -1.183 -3.211 -0.846  0.118
H -0.208 -2.315 0.234  -0.052
H -0.960 -0.244 -0.523  0.054
H -2.354 -1.297 -0.534  0.154

Cartesian forces (eV/Å) of the 3 atoms listed first:
Li 7.07 0.94 -0.51
Li 2.56 2.09 2.70
O -4.04 -0.49 -3.72